C17H25AlN5O2S3 as an isolated structure, computed with ωB97M-V/def2-TZVPD.

Positions of all 53 atoms, in Å:
Al (0.23, 0.20, 0.47)
C (2.86, -0.94, 0.94)
C (3.19, 0.25, 0.05)
N (1.97, 0.98, -0.40)
C (2.08, 2.45, -0.28)
C (1.97, 2.93, 1.17)
S (0.49, 2.25, 1.98)
C (1.11, 1.28, 3.37)
C (2.16, 0.27, 2.96)
N (1.73, -0.56, 1.82)
H (2.54, -1.78, 0.34)
H (3.74, -1.23, 1.52)
H (3.82, 0.97, 0.58)
H (3.76, -0.08, -0.82)
H (1.77, 0.77, -1.38)
H (3.03, 2.79, -0.70)
H (1.28, 2.88, -0.87)
H (2.85, 2.66, 1.76)
H (1.90, 4.01, 1.18)
H (1.49, 1.95, 4.15)
H (0.22, 0.78, 3.75)
H (3.08, 0.79, 2.68)
H (2.41, -0.36, 3.81)
H (1.30, -1.40, 2.20)
O (-0.86, -1.59, 3.31)
C (-1.13, -1.45, 2.14)
O (-1.12, -0.25, 1.55)
C (-1.51, -2.59, 1.25)
C (-2.35, -3.56, 1.79)
C (-2.74, -4.66, 1.04)
C (-2.24, -4.80, -0.25)
C (-1.38, -3.86, -0.78)
C (-1.01, -2.73, -0.05)
S (0.15, -1.64, -0.87)
H (-2.70, -3.44, 2.81)
H (-3.40, -5.40, 1.46)
H (-2.52, -5.66, -0.84)
H (-0.99, -3.99, -1.78)
C (-1.88, 1.17, -5.20)
C (-1.02, 2.08, -4.32)
C (-1.27, 1.87, -2.86)
N (-0.37, 1.54, -2.01)
N (-0.88, 1.41, -0.72)
C (-2.18, 1.62, -0.65)
N (-2.89, 1.54, 0.48)
S (-2.86, 2.04, -2.17)
H (-1.62, 1.31, -6.24)
H (-2.94, 1.40, -5.09)
H (-1.73, 0.13, -4.94)
H (-1.19, 3.13, -4.57)
H (0.04, 1.88, -4.48)
H (-2.50, 1.01, 1.24)
H (-3.89, 1.63, 0.44)

Its total energy is -2524.091864 Ha. As for the net charge: +1. Its spin multiplicity is 1. The HOMO energy comes out at -10.38 eV.

=====

C17H25AsN6O8P2Pt as an isolated structure, computed with ωB97M-V/def2-TZVPD.

Positions of all 60 atoms, in Å:
Pt (0.17, -0.46, -0.44)
O (-0.68, -4.75, -0.44)
P (-0.57, -3.55, -1.42)
O (-1.13, -3.82, -2.75)
O (-1.06, -2.24, -0.70)
O (1.04, -3.19, -1.58)
P (1.83, -2.88, -0.20)
O (3.30, -3.13, -0.81)
O (1.41, -3.89, 0.80)
O (1.90, -1.40, 0.13)
H (0.05, -4.67, 0.26)
H (3.37, -3.95, -1.33)
N (1.92, -1.31, -4.39)
C (0.82, -1.28, -3.64)
N (1.10, -0.48, -2.59)
C (2.37, -0.10, -2.81)
N (2.92, -0.56, -3.91)
C (2.91, 0.98, -1.91)
C (4.08, 1.64, -2.23)
N (4.47, 2.75, -1.55)
C (3.65, 3.10, -0.53)
C (2.52, 2.36, -0.15)
N (2.17, 1.29, -0.82)
H (2.06, -1.90, -5.15)
H (-0.08, -1.87, -3.73)
H (4.73, 1.34, -3.07)
H (3.98, 3.98, 0.05)
H (1.94, 2.54, 0.74)
C (-3.33, -0.30, -2.27)
C (-3.48, 0.90, -1.44)
C (-4.65, 1.62, -1.43)
C (-4.79, 2.80, -0.74)
C (-3.81, 3.36, 0.07)
C (-2.58, 2.67, 0.14)
C (-1.37, 3.15, 0.91)
C (-2.41, 1.47, -0.66)
N (-1.26, 0.80, -0.73)
H (-4.08, -0.31, -3.03)
H (-3.33, -1.22, -1.67)
H (-2.29, -0.37, -2.72)
H (-5.52, 1.33, -1.94)
H (-5.72, 3.34, -0.77)
H (-3.92, 4.27, 0.62)
H (-1.53, 4.18, 1.28)
H (-0.47, 3.10, 0.24)
H (-1.14, 2.54, 1.72)
C (-0.79, 0.70, 4.83)
As (0.37, -0.22, 3.56)
C (-0.31, -1.92, 2.99)
C (1.96, -0.72, 4.59)
O (0.63, 0.73, 2.23)
H (-1.35, 0.03, 5.44)
H (-1.44, 1.33, 4.26)
H (-0.06, 1.31, 5.44)
H (-1.23, -1.77, 2.36)
H (-0.71, -2.47, 3.89)
H (0.57, -2.35, 2.52)
H (2.70, -1.20, 4.00)
H (1.70, -1.45, 5.37)
H (2.47, 0.13, 5.16)

Its total energy is -4631.181849 Ha. The calculation puts the relative energy (zero: lowest compared OMol25 entry of this formula, charge and spin) at 0.00 kcal per mole. Its spin multiplicity is 5. The HOMO energy (alpha / beta) comes out at -7.87 / -9.09 eV.

=====

A 2-piece molecular cluster, C17H25BrN5O8P overall, computed with ωB97M-V/def2-TZVPD.

Positions of all 57 atoms, in Å:
C (0.48, 0.36, 0.61)
C (0.50, -0.47, -0.68)
N (1.75, -1.29, -0.73)
C (3.05, -0.62, -0.87)
C (4.07, -1.71, -1.01)
C (4.50, -2.09, -2.30)
C (5.44, -3.10, -2.47)
Br (5.99, -3.60, -4.23)
C (5.98, -3.75, -1.36)
C (5.56, -3.41, -0.07)
N (6.10, -4.07, 1.04)
C (5.69, -3.77, 2.33)
O (6.25, -4.40, 3.22)
C (4.62, -2.73, 2.52)
O (4.12, -2.40, 3.59)
N (4.15, -2.06, 1.40)
C (4.59, -2.39, 0.11)
P (-1.07, -1.52, -0.80)
O (-1.02, -2.41, -1.98)
O (-1.20, -2.44, 0.48)
O (-2.40, -0.69, -0.95)
H (0.56, -0.28, 1.49)
H (-0.45, 0.94, 0.68)
H (1.31, 1.07, 0.62)
H (0.48, 0.21, -1.54)
H (1.68, -2.01, -1.45)
H (3.05, 0.03, -1.75)
H (3.27, 0.01, 0.00)
H (4.09, -1.60, -3.17)
H (6.71, -4.53, -1.51)
H (6.84, -4.76, 0.94)
H (3.30, -1.52, 1.51)
H (-0.44, -3.03, 0.37)
H (-2.98, -1.40, -1.24)
C (-4.04, 2.17, 2.87)
N (-3.06, 3.09, 2.29)
C (-2.68, 3.18, 1.01)
O (-1.84, 4.01, 0.70)
C (-3.29, 2.24, -0.06)
C (-2.55, 2.32, -1.40)
O (-2.66, 3.59, -2.00)
N (-4.75, 2.40, -0.26)
C (-5.41, 3.56, -0.28)
C (-6.88, 3.48, -0.63)
O (-4.92, 4.65, 0.00)
H (-3.98, 2.22, 3.96)
H (-5.05, 2.47, 2.57)
H (-3.85, 1.15, 2.55)
H (-2.64, 3.78, 2.89)
H (-3.14, 1.24, 0.33)
H (-2.96, 1.57, -2.08)
H (-1.50, 2.09, -1.24)
H (-2.45, 4.25, -1.32)
H (-5.26, 1.58, -0.52)
H (-7.39, 2.82, 0.07)
H (-6.97, 3.10, -1.65)
H (-7.31, 4.48, -0.58)

The SMILES is C[C@@H](NCc1cc(Br)cc2[nH]c(=O)c(=O)[nH]c12)P(=O)(O)O.CNC(=O)[C@H](CO)NC(C)=O. Its total energy is -4454.018871 Ha. Its spin multiplicity is 1. The HOMO energy comes out at -8.79 eV.